Density functional theory data (wB97M-V/def2-TZVPD) for a cluster of 2 separate species, C4H11NO2 in total.

XYZ file:
```
18
Properties=species:S:1:pos:R:3:mulliken_charge:R:1
C -0.6054 1.4262 0.9292 0.26
N -0.9577 0.5645 -0.0263 0.03
C -0.5428 0.6623 -1.4119 -0.58
C 0.4206 -0.4092 -1.8877 -0.83
C -1.3588 -0.7453 0.5013 -0.97
O -0.9226 1.3844 2.1534 -0.62
H -0.1581 2.2840 0.3309 0.20
H -0.2610 1.5942 -1.6557 0.51
H -1.4621 0.2704 -1.9631 0.24
H -0.0408 -1.1107 -2.5661 0.28
H 1.3884 -0.0663 -2.2433 0.33
H 0.8010 -0.9356 -0.9792 0.23
H -2.1294 -1.0660 -0.2339 0.31
H -0.5832 -1.5205 0.7697 0.28
H -1.6177 -0.6094 1.5364 0.34
H 2.9502 -0.8262 1.5615 0.32
H 2.6424 0.0050 2.7488 0.32
O 2.4370 -0.9019 2.4359 -0.64
```

The frontier orbital gap comes out at 9.86 eV. The value obtained for the total energy is -9909.9880 eV. As for the spin multiplicity: 1. The value obtained for the energy above the lowest of the compared OMol25 structures with the same formula, charge and spin is 52.0 kcal/mol. The structure (SMILES) is CCN(C)C=O.O. The calculation puts the LUMO energy at 0.56 eV. The highest occupied orbital energy comes out at -9.307 eV.

***

Density functional theory data (wB97M-V/def2-TZVPD) for a cluster of 2 separate species, C4H11NO2 in total.

XYZ file:
```
18
Properties=species:S:1:pos:R:3:mulliken_charge:R:1
C 2.3073 0.7337 -0.7359 -0.03
N 0.9626 0.7486 -0.6407 -0.02
C 0.3342 0.6707 0.6797 -0.73
C -0.2631 -0.7134 0.9748 0.04
C -1.5244 -0.5784 1.8456 -1.22
O 3.0833 0.6359 0.1938 -0.57
H 2.6694 0.8208 -1.7761 0.34
H 0.3336 0.6356 -1.4396 0.25
H 1.0995 0.8989 1.4205 0.32
H -0.4444 1.4345 0.7209 0.36
H -0.6157 -1.0859 0.0169 0.02
H 0.4593 -1.4094 1.3848 0.31
H -1.4324 0.3023 2.4941 0.31
H -1.7568 -1.3679 2.5528 0.35
H -2.3881 -0.3547 1.2164 0.32
H -1.0151 -1.1404 -2.5499 0.31
H -0.9082 -0.0300 -3.6507 0.29
O -0.9011 -0.2008 -2.7074 -0.65
```

The frontier orbital gap comes out at 9.73 eV. The value obtained for the total energy is -9911.6448 eV. As for the spin multiplicity: 1. The value obtained for the energy above the lowest of the compared OMol25 structures with the same formula, charge and spin is 13.8 kcal/mol. The structure (SMILES) is CCCNC=O.O. The calculation puts the LUMO energy at 0.38 eV. The highest occupied orbital energy comes out at -9.349 eV.

***

Density functional theory data (wB97M-V/def2-TZVPD) for a cluster of 3 separate species, C4H11NO2 in total.

XYZ file:
```
18
Properties=species:S:1:pos:R:3:mulliken_charge:R:1
C -0.6751 3.5222 2.0993 -0.99
C 0.0993 2.3912 1.4608 0.69
C 0.2307 1.1286 1.9039 -0.84
C -0.0296 1.6587 -0.8445 -0.30
N -0.1567 2.5637 0.0359 -0.41
H -0.3845 4.4381 1.5744 0.30
H -1.7413 3.3434 1.9290 0.27
H -0.6672 3.7697 3.1694 0.36
H 0.1751 0.2623 1.2682 0.18
H 0.6089 0.9549 2.9089 0.26
H 0.2292 2.0533 -1.8280 0.25
H -0.3529 0.6129 -0.8021 0.23
H 5.0385 -2.6743 -2.7564 0.32
H 4.5049 -3.5499 -3.7785 0.32
O 5.3344 -3.4168 -3.3003 -0.63
H -3.5606 -6.2223 -0.8592 0.32
H -4.4848 -5.3343 -1.5471 0.32
O -4.1684 -5.5014 -0.6338 -0.64
```

The frontier orbital gap comes out at 8.95 eV. The value obtained for the total energy is -9908.3344 eV. As for the spin multiplicity: 1. The value obtained for the energy above the lowest of the compared OMol25 structures with the same formula, charge and spin is 90.1 kcal/mol. The structure (SMILES) is C=NC(=C)C.O.O. The calculation puts the LUMO energy at 0.25 eV. The highest occupied orbital energy comes out at -8.701 eV.

***

Density functional theory data (wB97M-V/def2-TZVPD) for the molecule C4H11NO2.

XYZ file:
```
18
Properties=species:S:1:pos:R:3:mulliken_charge:R:1
C -0.4270 -0.5122 -1.8034 -0.42
O -1.1553 0.4280 -2.6368 -0.55
C -0.4714 -0.1097 -0.2745 0.25
C 0.8766 -0.4676 0.4773 0.04
C 0.5750 -0.6944 1.9101 -1.17
O 1.7308 0.6129 0.0520 -0.56
N -1.0520 1.1514 0.1147 -0.71
H 0.6784 -0.4740 -2.3265 0.23
H -0.8199 -1.5265 -1.8999 0.24
H -1.1970 -0.8173 0.2749 0.28
H 1.4579 -1.4553 0.1328 0.30
H 1.2279 -1.3649 2.4680 0.31
H -0.4487 -0.8877 2.0905 0.38
H 0.6148 0.5062 2.2121 0.17
H 1.7380 1.4241 0.5704 0.33
H -0.4447 1.9808 -0.2905 0.25
H -1.0012 1.3461 1.1313 0.30
H -1.8821 0.8601 -2.2024 0.33
```

The frontier orbital gap comes out at 10.16 eV. The value obtained for the total energy is -9909.0620 eV. As for the spin multiplicity: 1. The value obtained for the energy above the lowest of the compared OMol25 structures with the same formula, charge and spin is 73.3 kcal/mol. The structure (SMILES) is C[C@H](O)[C@@H](N)CO. The calculation puts the LUMO energy at 0.74 eV. The highest occupied orbital energy comes out at -9.422 eV.

***

Density functional theory data (wB97M-V/def2-TZVPD) for a cluster of 2 separate species, C4H11NO2 in total.

XYZ file:
```
18
Properties=species:S:1:pos:R:3:mulliken_charge:R:1
C 0.9576 -1.5057 1.2624 -0.71
N 1.0265 -0.2704 0.5495 -0.04
C 0.3021 -0.1549 -0.7011 -0.54
C -0.3224 1.2165 -0.9034 -0.61
C -0.1239 1.7599 -2.2886 -0.05
O 0.9077 1.6370 -2.8848 -0.43
H -0.0455 -1.7411 1.6564 0.25
H 1.7731 -1.5713 1.9796 0.36
H 1.0412 -2.4594 0.6826 0.34
H 1.9683 0.1211 0.4542 0.35
H -0.4108 -1.0161 -0.8320 0.43
H 1.0516 -0.3087 -1.4843 0.51
H -1.3576 1.2188 -0.5456 0.42
H 0.0624 1.9638 -0.1924 0.34
H -1.0191 2.2322 -2.7159 0.36
H -2.2808 -0.3494 2.6918 0.33
H -1.3149 -0.5137 1.5371 0.29
O -2.2156 -0.2584 1.7347 -0.61
```

The frontier orbital gap (alpha / beta) comes out at 10.87 / 5.67 eV. The value obtained for the total energy is -9901.5850 eV. As for the spin multiplicity: 2. The net charge is +1. The value obtained for the energy above the lowest of the compared OMol25 structures with the same formula, charge and spin is 32.5 kcal/mol. The calculation puts the LUMO energy (alpha / beta) at -3.38 / -8.47 eV. As for the expectation value of S²: 0.755. The highest occupied orbital energy (alpha / beta) comes out at -14.248 / -14.139 eV.

***

Density functional theory data (wB97M-V/def2-TZVPD) for a cluster of 2 separate species, C4H11NO2S in total.

XYZ file:
```
19
Properties=species:S:1:pos:R:3:mulliken_charge:R:1
C 0.9329 -0.2410 0.5672 -0.81
N -0.3218 0.3113 1.0475 -0.08
C -1.5425 -0.5242 1.1268 -0.34
O -2.6819 0.2055 1.2080 -0.83
C 1.6535 0.6154 -0.4741 -0.33
C 2.6231 -0.1717 -1.3809 -0.68
S 4.4061 0.2446 -1.3443 -0.80
H 0.7473 -1.2879 0.3236 0.44
H 1.6096 -0.3478 1.4462 0.19
H -0.3413 1.2067 1.5070 0.18
H -1.5091 -1.2270 1.9989 0.15
H -1.4907 -1.1481 0.2138 0.16
H 2.0454 1.4821 0.0652 0.31
H 0.9371 1.0489 -1.1674 0.23
H 2.3498 -0.0685 -2.4379 0.19
H 2.5272 -1.2487 -1.2061 0.21
H -3.5513 0.1269 0.1847 0.40
H -4.0393 0.8885 -1.1122 0.24
O -4.3542 0.1350 -0.5659 -0.83
```

The frontier orbital gap comes out at 5.97 eV. The value obtained for the total energy is -20745.0556 eV. As for the spin multiplicity: 1. The net charge is -2. The value obtained for the energy above the lowest of the compared OMol25 structures with the same formula, charge and spin is 10.8 kcal/mol. The calculation puts the LUMO energy at 5.94 eV. The highest occupied orbital energy comes out at -0.033 eV.